i:
{"formula": "C6H4O", "method": "ωB97M-V/def2-TZVPD", "elements": ["C", "C", "H", "H", "C", "C", "H", "O", "C", "C", "H"], "xyz": [[1.99, -0.24, 0.53], [0.65, 0.16, 0.21], [4.13, -0.84, 0.99], [-1.26, 0.09, 0.57], [3.12, -0.55, 0.77], [-0.97, 0.32, -1.21], [-2.76, 1.02, -0.36], [-0.19, 0.16, 1.16], [-2.19, 0.12, -0.63], [0.28, 0.51, -1.15], [-2.80, -0.74, -0.89]], "homo_lumo_gap_ev": 8.225, "e_lumo_ha": -0.0306}


ii:
{"formula": "C6H4O", "method": "ωB97M-V/def2-TZVPD", "elements": ["C", "O", "H", "C", "C", "C", "C", "H", "H", "C", "H"], "xyz": [[0.40, -0.45, 1.49], [-2.70, 0.03, 0.03], [-1.00, 0.59, -3.16], [-1.56, -0.15, 0.31], [-0.43, 0.30, -0.95], [-0.84, -0.63, 1.45], [1.59, -0.06, 0.95], [2.27, -0.82, 0.57], [0.66, 0.29, -0.27], [-0.68, 0.46, -2.14], [2.05, 0.86, 1.29]], "homo_lumo_gap_ev": [8.377, 8.378], "e_lumo_ha": [-0.0217, -0.0217]}


Referenced to the most stable arrangement, the calculated values in kcal/mol are i 0.0; ii 14.8.


i:
{"formula": "C6H4O", "method": "ωB97M-V/def2-TZVPD", "elements": ["C", "H", "C", "H", "C", "C", "H", "C", "O", "H", "C"], "xyz": [[-1.33, -1.44, -2.32], [1.55, -0.33, -0.57], [-0.98, -0.83, -1.35], [-1.15, 0.84, 1.35], [-0.54, -0.11, -0.20], [1.11, 0.81, 1.19], [2.42, 1.13, 2.21], [1.36, 1.45, 2.22], [-1.53, 0.39, 0.57], [-1.67, -1.99, -3.16], [0.76, 0.07, 0.05]], "homo_lumo_gap_ev": 8.982, "smiles": "C#C/C=C(\\O)C#C", "e_lumo_ha": 0.0056}


ii:
{"formula": "C6H4O", "method": "ωB97M-V/def2-TZVPD", "elements": ["C", "H", "C", "H", "O", "H", "H", "C", "C", "C", "C"], "xyz": [[1.25, -0.06, -1.15], [-1.37, 0.54, 3.28], [-1.41, -0.39, 1.25], [2.22, -0.21, -1.60], [-0.88, 0.53, -0.89], [1.27, -1.32, 0.75], [0.08, 1.30, -2.52], [-1.58, -0.02, 2.39], [0.75, -0.70, 0.03], [0.23, 0.68, -1.65], [-0.57, -0.35, 0.09]], "homo_lumo_gap_ev": 9.292, "smiles": "C#Cc1ccco1", "e_lumo_ha": 0.0289}


Referenced to the most stable arrangement, the calculated values in kcal/mol are i 57.6; ii 0.0.


i:
{"formula": "C6H4O", "method": "ωB97M-V/def2-TZVPD", "elements": ["H", "H", "C", "C", "C", "H", "H", "O", "C", "C", "C"], "xyz": [[2.40, -0.23, 1.32], [2.21, -2.07, 1.22], [0.37, -0.98, 0.84], [1.74, -1.09, 1.32], [-2.13, 2.08, -2.39], [-0.10, -1.88, 0.45], [-2.73, 2.40, -3.21], [0.65, -1.03, 2.22], [-0.76, 0.96, -0.52], [-1.48, 1.63, -1.48], [-0.18, 0.20, 0.23]], "homo_lumo_gap_ev": 10.254, "smiles": "C#CC#C[C@H]1CO1", "e_lumo_ha": 0.0288}


ii:
{"formula": "C6H4O", "method": "ωB97M-V/def2-TZVPD", "elements": ["C", "H", "H", "C", "O", "C", "C", "C", "H", "C", "H"], "xyz": [[0.79, -1.65, -0.08], [1.58, -1.28, 1.98], [-2.17, 3.47, -0.31], [0.07, -0.72, -0.88], [0.42, 0.19, 1.12], [-0.17, 0.37, -0.10], [-0.93, 1.56, -0.25], [-1.59, 2.58, -0.29], [-0.11, -0.84, -1.94], [1.00, -1.03, 1.11], [1.09, -2.65, -0.36]], "homo_lumo_gap_ev": 9.644, "smiles": "C#Cc1ccco1", "e_lumo_ha": 0.0399}


iii:
{"formula": "C6H4O", "method": "ωB97M-V/def2-TZVPD", "elements": ["C", "C", "H", "H", "O", "C", "C", "C", "C", "H", "H"], "xyz": [[-1.34, 0.54, 0.12], [0.13, 0.88, 0.15], [0.49, 1.21, -0.83], [-2.16, 1.21, 0.32], [-0.17, -1.36, -0.28], [-1.42, -0.74, -0.21], [2.09, -0.73, 0.13], [3.35, -0.74, 0.06], [0.77, -0.47, 0.08], [0.49, 1.59, 0.90], [-2.24, -1.39, -0.44]], "homo_lumo_gap_ev": 8.880, "e_lumo_ha": -0.0269}


Referenced to the most stable arrangement, the calculated values in kcal/mol are i 56.9; ii 0.0; iii 59.2.


i:
{"formula": "C6H4O", "method": "ωB97M-V/def2-TZVPD", "elements": ["H", "C", "C", "O", "C", "H", "C", "C", "H", "C", "H"], "xyz": [[-3.20, -1.44, -0.30], [-2.57, -0.58, -0.46], [1.03, 0.24, -0.14], [-2.40, 0.28, 0.72], [2.43, 0.24, 0.12], [0.78, 0.98, -0.90], [-1.32, -0.37, 0.22], [3.60, 0.52, 0.14], [4.63, 0.80, 0.15], [-0.02, -0.38, 0.35], [-2.70, -0.03, -1.39]], "homo_lumo_gap_ev": 9.784, "smiles": "C#CC=C=C1CO1", "e_lumo_ha": 0.0226}


ii:
{"formula": "C6H4O", "method": "ωB97M-V/def2-TZVPD", "elements": ["C", "C", "C", "H", "C", "C", "C", "H", "H", "H", "O"], "xyz": [[-0.26, -0.96, 0.68], [-2.07, -2.29, 1.95], [0.27, 1.86, -1.52], [2.71, 0.26, -0.26], [1.66, 0.46, -0.37], [0.63, -0.33, 0.12], [-1.23, -1.66, 1.35], [-0.27, 1.00, -1.89], [-2.80, -2.86, 2.47], [-0.06, 2.88, -1.62], [1.40, 1.66, -0.92]], "homo_lumo_gap_ev": [7.986, 6.977], "e_lumo_ha": [0.0168, -0.0228]}


iii:
{"formula": "C6H4O", "method": "ωB97M-V/def2-TZVPD", "elements": ["C", "C", "H", "C", "O", "C", "C", "C", "H", "H", "H"], "xyz": [[2.23, -0.93, 0.46], [-1.87, -0.51, -0.85], [-2.75, -0.10, -1.37], [1.82, 0.17, 0.71], [1.55, 2.38, 1.50], [-0.21, 1.25, 0.27], [1.10, 1.43, 0.90], [-1.04, 0.54, -0.25], [2.67, -1.89, 0.27], [-1.27, -1.11, -1.56], [-2.22, -1.22, -0.08]], "homo_lumo_gap_ev": 9.950, "smiles": "C#CC(=O)C#CC", "e_lumo_ha": -0.0080}


Referenced to the most stable arrangement, the calculated values in kcal/mol are i 37.5; ii 56.6; iii 0.0.


i:
{"formula": "CH7N3OP", "method": "ωB97M-V/def2-TZVPD", "elements": ["H", "H", "P", "O", "N", "H", "N", "H", "N", "H", "H", "C", "H"], "xyz": [[3.19, -1.00, -0.27], [0.04, 1.21, 0.87], [2.33, -0.31, 0.62], [-1.29, -1.22, -0.87], [-0.05, 0.42, 0.33], [-3.21, -0.09, 0.26], [1.03, 0.08, -0.43], [1.00, 0.67, -1.63], [-2.30, 0.11, 0.61], [-0.42, -1.33, -1.26], [-2.36, 0.83, 1.29], [-1.18, -0.21, 0.00], [3.22, 0.85, 0.50]], "homo_lumo_gap_ev": 10.033, "e_lumo_ha": -0.1450, "total_charge": 1}


ii:
{"formula": "CH7N3OP", "method": "ωB97M-V/def2-TZVPD", "elements": ["C", "N", "H", "N", "H", "N", "H", "H", "P", "H", "O", "H", "H"], "xyz": [[-0.75, 0.14, 0.01], [-1.14, -1.16, 0.22], [2.52, -0.09, 1.63], [0.31, 0.66, 0.63], [-1.93, -1.31, 0.81], [-1.48, 0.97, -0.78], [-1.07, 1.09, -1.70], [0.35, 1.67, 0.48], [1.91, -0.05, 0.37], [-2.42, 0.60, -0.87], [2.62, 0.79, -0.58], [-0.63, -1.95, -0.15], [1.70, -1.37, -0.07]], "homo_lumo_gap_ev": 9.912, "smiles": "NC(N)=[NH+][PH2]=O", "e_lumo_ha": -0.2001, "total_charge": 1}


Referenced to the most stable arrangement, the calculated values in kcal/mol are i 38.9; ii 0.0.


i:
{"formula": "CH3NO2S", "method": "ωB97M-V/def2-TZVPD", "elements": ["H", "S", "O", "H", "C", "O", "N", "H"], "xyz": [[1.60, -0.41, 1.22], [-0.09, -1.38, -0.20], [-3.49, 0.50, 0.14], [1.06, 0.71, 0.20], [-2.53, -0.16, -0.27], [-1.58, -0.70, 0.47], [0.98, -0.31, 0.43], [-2.42, -0.25, -1.46]], "homo_lumo_gap_ev": 10.019, "smiles": "NSOC=O", "e_lumo_ha": 0.0127}


ii:
{"formula": "CH3NO2S", "method": "ωB97M-V/def2-TZVPD", "elements": ["H", "C", "O", "S", "H", "O", "H", "N"], "xyz": [[0.60, -1.00, 0.70], [-0.11, -1.06, -0.02], [-1.45, 0.15, -1.34], [1.66, 1.53, -0.17], [2.13, 2.07, 1.01], [-1.57, 0.35, 0.80], [-0.12, -1.92, -0.78], [-1.14, -0.11, -0.21]], "homo_lumo_gap_ev": [5.247, 5.291], "e_lumo_ha": [-0.1395, -0.1392]}


iii:
{"formula": "CH3NO2S", "method": "ωB97M-V/def2-TZVPD", "elements": ["C", "O", "N", "O", "H", "S", "H", "H"], "xyz": [[-2.26, -3.39, -0.65], [0.46, 2.24, 1.55], [0.60, 0.60, -0.60], [-1.23, -3.12, -1.02], [1.00, 1.56, 2.03], [-0.44, 1.10, 0.58], [1.08, -0.25, -0.47], [0.79, 1.26, -1.43]], "homo_lumo_gap_ev": 9.713, "e_lumo_ha": 0.0261}


iv:
{"formula": "CH3NO2S", "method": "ωB97M-V/def2-TZVPD", "elements": ["O", "C", "H", "O", "N", "H", "S", "H"], "xyz": [[-0.96, -1.96, 1.22], [0.64, -0.29, 0.01], [0.85, 1.30, -1.40], [-2.08, 0.12, 0.57], [0.99, 1.06, -0.43], [1.05, -1.20, -0.45], [-1.01, -0.80, 0.33], [0.51, 1.77, 0.14]], "homo_lumo_gap_ev": [8.206, 8.207], "smiles": "NC=S(=O)=O", "e_lumo_ha": [-0.0479, -0.0479]}


Referenced to the most stable arrangement, the calculated values in kcal/mol are i 2.6; ii 149.8; iii 0.0; iv 38.3.